1.
DFT (ωB97M-V/def2-TZVPD) results for a structure of composition C29H34GeN10O3SbSe4V in a non-equilibrium geometry.

Its total energy is -401798.39579 eV. As for the charge: -2. As for the energy above the lowest of the compared OMol25 structures with the same formula, charge and spin: 0.00 kJ/mol. The LUMO energy (alpha / beta) comes out at 3.2197 / 3.2197 eV.

Each line ends with the Löwdin charge.
Atoms and positions in Å:
V 2.279 1.191 -1.360  0.151
C -3.410 0.425 -1.427  -0.100
N -2.077 0.710 -0.949  -0.120
C -0.914 0.482 -1.559  -0.165
N 0.074 0.906 -0.796  0.017
C -0.557 1.424 0.289  -0.187
N -1.865 1.332 0.238  0.124
C -4.048 -0.759 -0.743  -0.162
C -5.111 -1.422 -1.348  -0.026
C -5.749 -2.474 -0.704  -0.076
C -5.331 -2.891 0.550  -0.034
C -4.257 -2.241 1.150  -0.139
C -3.624 -1.181 0.507  0.043
C -3.767 -2.656 2.461  -0.286
N -4.301 -3.409 3.362  0.108
N -3.392 -3.472 4.415  0.107
C -2.382 -2.751 4.066  -0.298
O -2.548 -2.201 2.844  0.128
C -1.124 -2.497 4.764  -0.129
C -0.906 -3.031 6.031  -0.028
C 0.318 -2.835 6.645  -0.077
C 1.322 -2.130 5.994  -0.043
C 1.107 -1.589 4.733  -0.188
C 2.221 -0.829 4.053  -0.074
N 2.146 -0.861 2.608  -0.124
C 2.367 0.149 1.760  -0.087
N 2.264 -0.292 0.520  0.049
C 1.980 -1.609 0.671  -0.199
N 1.907 -2.008 1.920  0.124
C -0.129 -1.763 4.127  0.039
H -3.332 0.264 -2.504  0.058
H -4.000 1.330 -1.271  0.114
H -0.841 0.075 -2.558  0.037
H -0.030 1.906 1.095  0.112
H -5.439 -1.114 -2.334  0.119
H -6.572 -2.980 -1.192  0.099
H -5.814 -3.714 1.060  0.109
H -2.803 -0.669 0.988  0.107
H -1.692 -3.603 6.507  0.110
H 0.503 -3.250 7.627  0.099
H 2.291 -2.012 6.467  0.110
H 3.182 -1.237 4.374  0.128
H 2.198 0.225 4.335  0.142
H 2.578 1.169 2.062  0.119
H 1.812 -2.277 -0.156  0.087
H -0.307 -1.366 3.138  0.121
C 3.455 4.333 -0.110  -0.008
C 2.826 3.311 0.813  -0.680
O 3.030 3.337 2.032  -0.022
O 2.078 2.432 0.251  -0.226
H 4.010 5.080 0.453  0.068
H 2.680 4.802 -0.717  0.079
H 4.114 3.806 -0.802  0.067
C 3.624 -0.791 -4.380  -0.275
Ge 2.812 -0.990 -2.597  0.686
C 4.127 -2.263 -1.773  -0.266
C 1.228 -2.139 -2.962  -0.242
C 4.087 0.882 -1.482  -0.293
H 3.953 -1.772 -4.738  0.013
H 4.491 -0.130 -4.329  0.009
H 2.920 -0.373 -5.099  -0.062
H 4.027 -3.244 -2.247  0.008
H 4.059 -2.391 -0.692  -0.015
H 5.123 -1.875 -1.999  0.006
H 1.531 -2.858 -3.727  0.013
H 0.402 -1.557 -3.371  -0.007
H 0.868 -2.693 -2.091  -0.005
H 4.701 1.136 -2.344  -0.017
H 4.640 0.307 -0.734  -0.012
Se -1.983 0.980 -4.843  -0.109
Sb 0.064 2.077 -5.599  -0.286
Se 1.782 2.082 -3.350  0.224
Se 1.289 0.854 -7.244  -0.221
Se -0.052 4.469 -5.730  -0.258
N -2.354 3.477 -2.300  -0.019
C -1.335 4.233 -1.864  -0.122
C -1.836 5.016 -0.842  -0.095
C -3.185 4.636 -0.743  -0.207
N -3.495 3.697 -1.628  0.008
H -2.304 2.751 -3.021  0.016
H -0.364 4.169 -2.329  0.074
H -1.302 5.745 -0.258  0.077
H -3.939 5.000 -0.060  0.081

=====

2.
DFT (ωB97M-V/def2-TZVPD) results for a structure of composition C29H34IN7O3RbSSeTe.

Its total energy is -139431.56511 eV. As for the charge: -1. As for the energy above the lowest of the compared OMol25 structures with the same formula, charge and spin: 77.65 kJ/mol. The LUMO energy (alpha / beta) comes out at 1.9387 / 0.2787 eV.

Each line ends with the Löwdin charge.
Atoms and positions in Å:
Rb -1.550 0.290 -0.359  0.765
N 0.392 2.299 1.801  0.000
C 1.503 1.573 2.421  -0.290
C 0.997 0.671 3.539  -0.205
C 0.034 -0.397 3.033  -0.297
N 0.684 -1.257 2.049  0.020
H 0.721 2.806 0.987  0.024
H 0.012 2.984 2.446  0.064
H 2.279 2.241 2.819  0.103
H 1.958 0.954 1.647  0.092
H 0.498 1.274 4.305  0.107
H 1.857 0.195 4.024  0.106
H -0.799 0.112 2.546  0.080
H -0.382 -0.952 3.885  0.106
H -0.011 -1.804 1.543  0.013
H 1.305 -1.909 2.513  0.062
Te -1.296 3.969 -1.105  1.137
C -0.352 5.287 -2.421  -1.046
C -0.367 6.661 -2.393  -0.262
C 0.387 7.256 -3.433  -0.206
C 0.969 6.330 -4.250  -0.435
S 0.590 4.741 -3.757  0.912
H -0.902 7.215 -1.636  0.093
H 0.497 8.322 -3.569  0.096
H 1.593 6.513 -5.109  0.059
Se -1.008 -3.030 -3.278  0.960
N -1.628 -4.582 -2.588  -0.285
C -1.815 -4.358 -1.287  -0.437
C -2.296 -5.294 -0.359  -0.050
C -2.429 -4.903 0.967  -0.116
C -2.080 -3.614 1.345  -0.197
N -1.601 -2.683 0.510  0.010
C -1.472 -3.029 -0.789  -0.539
N -1.008 -2.163 -1.690  -0.386
H -2.558 -6.290 -0.693  0.099
H -2.807 -5.590 1.713  0.086
H -2.180 -3.307 2.382  0.096
C 1.719 -4.262 0.581  -0.058
C 1.731 -3.984 -0.913  -0.201
N 3.080 -3.786 -1.435  -0.045
C 4.005 -4.909 -1.342  -0.206
C 5.097 -4.690 -0.303  -0.073
C 3.483 -2.727 -2.175  -0.415
O 4.589 -2.694 -2.706  0.051
C 2.575 -1.540 -2.340  -0.122
C 2.295 -1.120 -3.634  -0.019
C 1.543 0.025 -3.819  -0.049
C 1.135 0.733 -2.700  -0.167
N 1.410 0.357 -1.454  0.046
C 2.101 -0.769 -1.284  -0.094
H 0.690 -4.356 0.928  0.066
H 2.199 -3.446 1.121  0.063
H 2.243 -5.188 0.825  0.069
H 1.137 -3.102 -1.133  0.069
H 1.264 -4.816 -1.452  0.125
H 4.460 -5.059 -2.323  0.118
H 3.414 -5.794 -1.102  0.116
H 5.683 -3.811 -0.564  0.071
H 5.765 -5.552 -0.267  0.071
H 4.669 -4.545 0.689  0.063
H 2.666 -1.692 -4.474  0.125
H 1.285 0.374 -4.809  0.107
H 0.560 1.648 -2.805  0.061
H 2.275 -1.063 -0.253  0.110
I -4.518 7.232 4.779  0.800
C -4.426 5.632 3.428  -0.742
C -5.597 5.136 2.877  -0.157
C -5.527 4.073 1.988  -0.019
C -4.302 3.524 1.630  -0.128
C -3.143 4.038 2.196  -0.051
C -3.195 5.087 3.103  -0.156
C -4.246 2.356 0.648  -0.672
O -5.252 1.656 0.542  0.015
O -3.144 2.208 0.031  -0.470
H -6.553 5.568 3.142  0.086
H -6.424 3.646 1.560  0.117
H -2.194 3.601 1.917  0.066
H -2.288 5.479 3.544  0.087